DFT (ωB97M-V with the def2-TZVPD basis set) results for C20H18ClIN2O7Ti as an isolated structure in a non-equilibrium geometry.

ORCA input file:
```
! RIJCOSX wB97M-V def2-TZVPD def2/J DEFGRID3
* xyz -2 3
Ti -0.0322 -0.0983 -0.0661
O -1.3409 0.3554 3.9050
C -1.3591 -0.0829 2.7559
O -0.8890 0.4829 1.7097
C -2.0770 -1.4077 2.5007
C -2.8520 -1.3437 1.1765
C -3.8772 -2.4772 1.0930
C -2.9537 -3.7034 0.8668
C -1.5723 -3.0382 0.8292
O -1.8615 -1.7692 0.2199
C -1.1254 -2.6345 2.2412
C 0.3795 -2.3401 2.2119
O 1.0990 -2.9262 3.0256
O 0.7682 -1.5674 1.2727
H -2.7326 -1.5858 3.3505
H -3.2122 -0.3570 0.9081
H -4.4780 -2.5494 2.0017
H -4.5460 -2.3218 0.2455
H -3.0156 -4.4429 1.6679
H -3.1724 -4.2003 -0.0798
H -0.8189 -3.5592 0.2468
H -1.2825 -3.4306 2.9649
Cl 3.5454 5.7771 -1.0545
C 2.2704 4.5594 -0.9227
C 1.0449 4.8386 -1.4873
C 0.0261 3.8935 -1.3919
I -1.8416 4.2757 -2.2685
C 0.1947 2.6613 -0.7360
O -0.7081 1.7324 -0.6207
C 1.4930 2.3988 -0.2138
N 1.6249 1.1335 0.3196
C 2.8169 0.8157 0.9068
C 3.8713 1.6901 0.9347
C 3.7834 2.9690 0.3381
C 2.5487 3.3412 -0.2665
H 0.8891 5.7776 -1.9997
H 2.8660 -0.1710 1.3480
H 4.7862 1.3868 1.4311
H 4.6234 3.6485 0.3349
N 2.5087 -0.7674 -3.0655
C 1.3592 -0.6181 -2.3518
O 1.3178 -1.0474 -1.2122
C 0.1468 0.0218 -2.9537
C -0.9976 -0.4404 -2.0412
H 3.1751 -1.3645 -2.5950
H 2.3702 -0.9861 -4.0398
H 0.0827 -0.2519 -4.0207
H 0.2498 1.1110 -2.9272
H -1.1829 -1.5052 -2.2496
H -1.9128 0.1175 -2.2424
*
```

Computed properties:
Energy relative to the best compared isomer or geometry (same formula, charge and spin) = 0.879 eV
M = 608.60 Da
E_HOMO (alpha / beta) = 0.85 / -1.27 eV
Total energy = -3016.676460 a.u.
Lowest unoccupied orbital energy (alpha / beta) = 4.11 / 4.11 eV
Gap between HOMO and LUMO (alpha / beta) = 3.263 / 5.377 eV

***

DFT (ωB97M-V with the def2-TZVPD basis set) results for C20H18F3O3Pm as an isolated structure in a non-equilibrium geometry.

ORCA input file:
```
! RIJCOSX wB97M-V def2-TZVPD def2/J DEFGRID3
* xyz 0 5
C -0.9102 2.0164 1.2647
C 0.0366 2.8904 0.6563
C -0.2460 2.9147 -0.7388
H 0.8011 3.4560 1.1770
C -1.3149 1.9999 -1.0046
C -1.7870 1.5292 0.2528
H -2.6536 0.8844 0.3954
H -1.0043 1.8039 2.3260
H 0.2972 3.5063 -1.4640
H -1.7799 1.7907 -1.9717
C 1.1299 -2.3969 -0.2500
C 1.0314 -1.9374 1.0835
C -0.3312 -1.6259 1.3290
H 1.8317 -1.8911 1.8115
C -1.0436 -1.7293 0.1048
C -0.1226 -2.1683 -0.8847
H -0.3296 -2.2897 -1.9430
H 2.0129 -2.8540 -0.6850
H -0.7800 -1.4750 2.3048
H -2.0901 -1.4816 -0.0631
Pm 0.5504 0.3583 -0.3020
O 0.5427 0.1671 -2.4744
C 0.7372 0.7421 -3.6987
C -0.5363 0.9760 -4.3975
H 1.1950 1.7103 -3.5174
H 1.4203 0.1960 -4.3403
H -1.2389 1.5921 -3.8687
H -2.5032 1.6384 -5.9004
C -2.0632 0.6877 -6.2220
C -1.0406 0.1399 -5.3896
C -0.4808 -1.1385 -5.7383
H 0.2464 -1.5968 -5.0621
C -0.8214 -1.7301 -6.9430
H -0.3561 -2.6757 -7.2327
C -1.7330 -1.1024 -7.8090
H -1.9591 -1.5530 -8.7779
C -2.3421 0.1112 -7.4456
H -3.0240 0.6175 -8.1227
F 3.2541 0.9044 4.7749
C 2.6987 0.2840 3.7094
F 3.7151 -0.3467 3.0264
F 1.8533 -0.6921 4.1714
C 1.9354 1.2353 2.7443
O 1.5768 2.3349 3.1618
O 1.7509 0.7147 1.5605
*
```

Computed properties:
M = 508.36 Da
E_HOMO (alpha / beta) = -7.43 / -7.51 eV
Total energy = -1906.547444 a.u.
Lowest unoccupied orbital energy (alpha / beta) = -3.65 / -3.59 eV
Gap between HOMO and LUMO (alpha / beta) = 3.780 / 3.923 eV

***

DFT (ωB97M-V with the def2-TZVPD basis set) results for C20H18F5N4Ru as an isolated structure.

ORCA input file:
```
! RIJCOSX wB97M-V def2-TZVPD def2/J DEFGRID3
* xyz 3 5
Ru 0.2467 -0.7891 -0.1838
C -0.9793 1.8340 0.7141
N -0.9078 0.4444 1.2676
C -2.2438 -0.2017 1.3838
C -2.6738 -0.7517 0.0519
C -3.9905 -0.8959 -0.3189
C -4.2913 -1.4948 -1.5394
C -3.2621 -1.9245 -2.3707
C -1.9630 -1.7484 -1.9578
N -1.6739 -1.1822 -0.7627
C -0.1204 0.3613 2.5289
C 1.3476 0.4609 2.2203
C 2.2613 1.0224 3.0803
C 3.6076 1.0457 2.7231
C 4.0001 0.5330 1.4928
C 3.0452 -0.0119 0.6662
N 1.7444 -0.0755 1.0339
C -0.3411 2.0445 -0.6482
C -0.3836 3.2928 -1.2388
C 0.2020 3.4769 -2.4839
C 0.8220 2.4051 -3.1197
C 0.8334 1.1857 -2.4852
N 0.2618 1.0152 -1.2732
H -0.5091 2.5166 1.4245
H -2.0282 2.1278 0.6474
H -2.9811 0.4953 1.7853
H -2.1639 -1.0316 2.0898
H -4.7776 -0.5529 0.3398
H -5.3238 -1.6201 -1.8411
H -3.4624 -2.3897 -3.3259
H -1.1285 -2.0663 -2.5706
H -0.3218 -0.6066 2.9941
H -0.4294 1.1353 3.2340
H 1.9296 1.4402 4.0218
H 4.3398 1.4759 3.3950
H 5.0327 0.5544 1.1727
H 3.3069 -0.4167 -0.3016
H -0.8714 4.1154 -0.7308
H 0.1746 4.4502 -2.9572
H 1.2876 2.5138 -4.0892
H 1.3012 0.3169 -2.9324
F -0.1094 -3.6107 -0.7064
C 0.7184 -2.9028 0.0349
F 0.4553 -3.0729 1.3276
C 2.1961 -3.2027 -0.3494
F 2.9893 -2.8855 0.6599
F 2.4753 -2.3864 -1.3978
F 2.3580 -4.4433 -0.7048
*
```

Computed properties:
M = 510.45 Da
E_HOMO (alpha / beta) = -19.56 / -19.54 eV
Total energy = -1585.092999 a.u.
Lowest unoccupied orbital energy (alpha / beta) = -10.79 / -13.16 eV
Gap between HOMO and LUMO (alpha / beta) = 8.768 / 6.383 eV